Entry 1:
Computed, not measured: a cluster of 2 separate species, C16H22O5 in total, with ωB97M-V with the def2-TZVPD basis set.

The geometry in ORCA input format:
```
! wB97M-V def2-TZVPD RIJCOSX def2/J DEFGRID3
* xyz 0 1
C 3.59 0.03 2.26
O 2.18 0.34 2.42
C 1.26 -0.56 2.30
C -0.11 -0.20 2.24
C -1.03 -1.27 2.21
C -2.40 -1.00 2.20
C -2.85 0.33 2.20
C -1.93 1.39 2.21
C -0.57 1.15 2.22
H 4.07 1.01 2.22
H 3.94 -0.54 3.12
H 3.76 -0.52 1.33
H 1.54 -1.62 2.21
H -0.63 -2.28 2.19
H -3.11 -1.83 2.18
H -3.93 0.53 2.20
H -2.32 2.42 2.21
H 0.16 1.96 2.20
C 4.52 -4.40 6.16
C 4.39 -2.91 5.98
O 3.00 -2.55 5.98
C 2.80 -1.22 5.82
C 1.37 -0.93 5.92
C 0.37 -1.98 5.92
C 0.92 0.43 6.13
O -0.27 0.74 6.21
O 1.91 1.32 6.25
C 1.45 2.59 6.71
C 2.58 3.57 6.57
O 3.71 -0.44 5.58
H 5.58 -4.66 6.20
H 4.07 -4.76 7.10
H 4.07 -4.96 5.34
H 4.89 -2.38 6.80
H 4.83 -2.60 5.02
H -0.60 -1.48 5.84
H 0.51 -2.67 5.08
H 0.40 -2.55 6.87
H 0.59 2.91 6.11
H 1.16 2.50 7.76
H 2.27 4.55 6.94
H 3.48 3.27 7.11
H 2.87 3.70 5.52
*
```

* LUMO level: -2.11 eV
* Kohn-Sham gap: 3.95 eV
* energy: -998.96811 a.u.

=====

Entry 2:
Computed, not measured: a structure of composition C15H12IrOS, with ωB97M-V with the def2-TZVPD basis set.

The geometry in ORCA input format:
```
! wB97M-V def2-TZVPD RIJCOSX def2/J DEFGRID3
* xyz 2 2
Ir 0.91 2.44 -2.93
C 1.64 2.26 -4.95
C 2.44 3.19 -4.24
C 1.61 4.26 -3.81
C 0.29 3.99 -4.25
C 0.31 2.76 -4.96
H 1.98 1.36 -5.43
H 3.51 3.12 -4.08
H 1.93 5.13 -3.27
H -0.57 4.63 -4.12
H -0.53 2.29 -5.46
C -1.50 -5.15 3.89
C -0.58 -4.05 4.29
O 0.54 -4.00 4.58
S -1.64 -2.34 4.35
C -0.98 -1.41 3.11
C 0.23 -1.71 2.42
C 0.60 -0.94 1.35
C -0.22 0.14 0.93
C -1.35 0.51 1.68
C -1.73 -0.25 2.76
C 0.09 0.83 -0.27
C 0.35 1.43 -1.30
H -0.94 -6.08 3.85
H -1.94 -4.92 2.92
H -2.31 -5.22 4.62
H 0.87 -2.51 2.75
H 1.51 -1.15 0.81
H -1.92 1.39 1.40
H -2.61 0.01 3.33
*
```

* LUMO level (spin up / spin down): -8.28 / -9.61 eV
* Kohn-Sham gap (spin up / spin down): 6.87 / 6.44 eV
* energy: -1155.78659 a.u.

=====

Entry 3:
Computed, not measured: an isolated molecule of C5H6O2, with ωB97M-V with the def2-TZVPD basis set.

The geometry in ORCA input format:
```
! wB97M-V def2-TZVPD RIJCOSX def2/J DEFGRID3
* xyz 0 1
O 2.04 -1.37 -0.47
C 1.54 -0.27 -0.59
C 0.12 0.06 -0.24
C -0.51 -0.63 1.34
C -0.84 -1.05 -0.05
C -0.37 1.43 -0.43
O -1.48 1.80 -0.09
H 2.13 0.58 -0.99
H -1.17 0.12 1.77
H 0.58 -0.01 1.46
H -1.85 -0.74 -0.35
H -0.51 -2.03 -0.40
H 0.32 2.10 -0.97
*
```

* LUMO level: -0.50 eV
* Kohn-Sham gap: 8.98 eV
* energy: -344.45873 a.u.

=====

Entry 4:
Computed, not measured: a structure of composition C4H6N2O, with ωB97M-V with the def2-TZVPD basis set.

The geometry in ORCA input format:
```
! wB97M-V def2-TZVPD RIJCOSX def2/J DEFGRID3
* xyz 0 1
C -1.11 -0.16 -1.01
C -0.53 -0.56 1.28
O 0.64 -1.06 0.95
C 1.32 -0.18 0.13
N 0.79 -0.38 -1.06
C 1.70 1.09 0.71
N 2.12 2.09 1.11
H -0.97 0.08 -2.07
H -1.66 -1.10 -0.96
H -1.67 0.66 -0.57
H -1.16 -1.24 1.85
H -0.62 0.52 1.41
H 1.14 0.26 -1.76
*
```

* LUMO level (spin up / spin down): -0.85 / -0.02 eV
* Kohn-Sham gap (spin up / spin down): 6.97 / 7.95 eV
* energy: -340.54077 a.u.

=====

Entry 5:
Computed, not measured: a structure of composition C29H25F5NS4SeTc, with ωB97M-V with the def2-TZVPD basis set.

The geometry in ORCA input format:
```
! wB97M-V def2-TZVPD RIJCOSX def2/J DEFGRID3
* xyz 1 4
Tc 0.43 -1.12 0.33
C -0.64 -4.13 1.81
C -1.81 -3.44 1.13
S -1.79 -1.63 1.10
C -1.90 -1.17 2.85
C -0.61 -1.20 3.66
S 0.83 -0.57 2.73
C 2.11 -1.74 3.23
C 1.83 -3.21 2.88
S 1.00 -3.51 1.29
H -0.70 -4.05 2.89
H -0.67 -5.19 1.55
H -1.86 -3.69 0.07
H -2.75 -3.76 1.59
H -2.31 -0.16 2.82
H -2.66 -1.81 3.31
H -0.71 -0.55 4.53
H -0.38 -2.21 4.02
H 3.00 -1.38 2.72
H 2.28 -1.65 4.30
H 2.77 -3.74 2.84
H 1.22 -3.69 3.64
C 4.57 -1.61 -0.95
C 5.10 -0.36 -0.69
C 4.27 0.66 -0.27
C 2.93 0.41 -0.07
N 2.43 -0.84 -0.24
C 3.23 -1.81 -0.71
C 1.89 1.42 0.21
C 2.18 2.76 0.46
C 1.14 3.66 0.68
C -0.17 3.22 0.64
C -0.46 1.87 0.40
C 0.57 0.95 0.19
H 5.17 -2.42 -1.34
H 6.16 -0.17 -0.86
H 4.66 1.66 -0.11
H 2.75 -2.76 -0.91
H 3.20 3.11 0.49
H 1.36 4.70 0.88
H -0.98 3.92 0.80
H -1.49 1.54 0.37
Se -0.34 -1.81 -1.88
C 0.23 -0.67 -3.31
C -0.42 -0.82 -4.53
C -0.04 -0.04 -5.61
C 0.98 0.90 -5.48
C 1.62 1.05 -4.26
C 1.25 0.26 -3.18
H -1.22 -1.55 -4.63
H -0.55 -0.15 -6.56
H 1.27 1.51 -6.33
H 2.41 1.79 -4.15
H 1.73 0.40 -2.22
F -5.46 4.77 1.24
C -4.93 3.78 0.55
C -5.07 2.48 0.99
F -5.74 2.24 2.12
C -4.51 1.46 0.27
F -4.65 0.23 0.74
C -3.79 1.68 -0.92
S -3.06 0.42 -1.79
C -3.66 3.03 -1.32
F -2.98 3.34 -2.41
C -4.22 4.06 -0.61
F -4.08 5.32 -1.01
*
```

* LUMO level (spin up / spin down): -2.65 / -4.42 eV
* Kohn-Sham gap (spin up / spin down): 7.07 / 5.57 eV
* energy: -5748.91270 a.u.

=====

Entry 6:
Computed, not measured: a structure of composition C12H16CdN7, with ωB97M-V with the def2-TZVPD basis set.

The geometry in ORCA input format:
```
! wB97M-V def2-TZVPD RIJCOSX def2/J DEFGRID3
* xyz 1 1
Cd -0.05 -0.30 0.39
N -1.04 -2.25 -0.05
C -0.68 -2.68 -1.38
C -1.60 -2.76 -2.40
C -1.16 -3.04 -3.70
C 0.18 -3.26 -3.93
C 1.10 -3.18 -2.90
C 0.68 -2.87 -1.62
H -2.05 -2.12 0.02
H -0.75 -2.91 0.67
H -2.66 -2.59 -2.24
H -1.87 -3.11 -4.50
H 0.50 -3.50 -4.94
H 2.16 -3.34 -3.09
H 1.41 -2.78 -0.82
C -2.45 3.66 -2.58
C -2.49 3.60 -1.05
C -1.95 2.35 -0.57
N -1.48 1.36 -0.22
H -2.89 4.59 -2.92
H -3.02 2.83 -3.01
H -1.42 3.59 -2.95
H -3.50 3.69 -0.69
H -1.88 4.39 -0.61
N 2.62 1.28 5.88
C 2.29 0.99 4.60
N 3.14 1.38 3.65
N 1.14 0.34 4.48
C 0.53 -0.09 3.45
N -0.15 -0.53 2.60
H 3.46 1.76 6.12
H 2.01 0.94 6.62
H 3.97 1.88 3.92
H 3.00 1.20 2.65
N 2.92 0.99 0.80
C 1.98 0.51 0.32
*
```

* LUMO level: -2.15 eV
* Kohn-Sham gap: 9.90 eV
* energy: -1017.73888 a.u.